C48H46CaF2N4OP2Se as an isolated structure. Source: the OMol25 dataset; level of theory: ωB97M-V with the def2-TZVPD basis set.

Each line ends with the Mulliken charge.
Geometry (Å):
Se -1.3711 -0.8391 -4.2037  -0.276
Ca 0.6149 -0.9742 -0.4228  1.187
P 2.1630 -0.0735 2.0732  0.723
P -0.5600 2.1178 -0.0700  2.135
F 2.5840 -5.6663 -2.1948  -0.371
F 0.5028 -6.1281 1.9742  -0.406
O -0.8566 -0.7125 1.1530  0.556
N -3.9820 -1.8749 -3.8800  0.351
N 1.8479 0.7582 -0.4825  2.892
N 1.6958 -1.6971 -2.3334  0.242
N -3.9834 0.2792 -4.2016  0.458
C 0.7685 -5.3759 0.8740  0.303
C 0.2977 -4.0796 0.8080  -0.229
C 2.3112 -3.7958 3.8558  -0.511
C 1.5390 -5.9283 -0.1308  -0.910
C -3.5295 1.6194 -4.4383  -0.929
C -2.7494 0.6694 -0.8947  -0.263
C 3.1641 0.6351 -0.1800  0.062
C 2.9527 2.3890 -1.5461  -1.431
C -4.6373 2.6403 -0.4378  -0.961
C -5.2842 -0.1107 -4.0170  -0.520
C -3.1836 -0.8061 -4.0975  -0.246
C 1.9727 -2.7172 -4.8801  -0.509
C -5.0462 1.3567 -0.7555  -0.886
C 2.1564 -1.3643 -4.6444  -0.916
C 1.7197 1.8130 -1.3242  -0.402
C -2.5840 -0.1152 2.7081  -1.087
C 4.6284 3.0340 4.4120  -0.538
C -3.5274 -3.2247 -3.7046  -0.985
C 1.2967 -3.8305 -1.3423  0.790
C 1.6382 -3.5520 5.0410  -0.643
C -1.8803 -1.2429 1.9682  -0.392
C 3.5693 3.4307 3.6094  -0.589
C 4.2088 0.7436 3.8435  -0.521
C 3.8860 1.6296 -0.8038  -1.406
C 1.4344 -1.2464 4.4377  -0.567
C -5.2833 -1.4494 -3.8170  -0.688
C 2.8180 2.4828 2.9359  -0.483
C 1.6738 -3.5501 -3.8199  -0.897
C 2.5517 -2.7685 2.9583  -0.370
C -2.3290 1.9484 -0.5237  0.725
C -4.0957 0.3734 -0.9900  -0.758
C 0.5513 -3.2569 -0.2901  -0.831
C 4.9545 1.6910 4.5178  -0.600
C 1.5674 -3.0114 -2.5347  -0.037
C -0.5485 3.8876 0.4413  -0.152
C -0.5990 6.4690 1.5022  -0.541
C -0.6679 4.0966 1.8145  -0.273
C 3.1315 1.1343 3.0521  -0.071
C 3.4815 -0.4351 0.8230  -1.159
C -0.4547 4.9961 -0.3930  -0.243
C 2.1284 -1.4770 3.2494  0.413
C 1.7790 -5.1332 -1.2340  0.473
C -0.4811 6.2755 0.1356  -0.682
C 0.3114 2.1417 -1.7100  -0.778
C -0.7016 5.3736 2.3428  -0.749
C 1.9896 -0.9036 -3.3500  -0.536
C 1.1966 -2.2688 5.3331  -0.727
C -3.2908 2.9265 -0.2891  -0.567
H 2.1122 0.1450 -3.1094  0.249
H 1.9509 -6.9214 -0.0647  0.511
H 5.7958 1.3818 5.1236  0.405
H 4.4716 -0.3039 3.9140  0.395
H -0.4097 7.1280 -0.5251  0.423
H -2.9775 3.9102 0.0278  0.423
H 3.0806 -2.9826 2.0380  0.300
H -5.3737 3.4117 -0.2650  0.427
H -0.7431 3.2377 2.4703  0.427
H -2.8964 0.6404 1.9870  0.053
H 2.6625 -4.7913 3.6251  0.470
H -0.6105 7.4704 1.9077  0.385
H -0.1229 1.3454 -2.3272  -0.361
H -6.0994 1.1213 -0.8118  0.464
H 3.3332 4.4818 3.5111  0.451
H 3.3254 -1.4300 0.3889  0.279
H -2.0069 -0.1056 -1.0785  -0.044
H -6.0898 -2.1317 -3.6356  0.463
H -0.2792 -3.7140 1.6479  0.279
H -6.0899 0.5956 -4.0274  0.531
H -4.1553 2.0987 -5.1905  0.382
H -2.5528 -3.3353 -4.1795  0.343
H 0.2078 3.0938 -2.2281  0.711
H 2.0026 2.7873 2.2910  0.557
H -1.8924 0.3448 3.4147  0.317
H 5.2117 3.7709 4.9457  0.387
H -0.3729 4.8779 -1.4640  0.261
H -1.4689 -1.9783 2.6767  0.269
H 4.9467 1.8083 -0.7433  0.548
H 1.5056 -4.6008 -3.9897  0.527
H -4.4163 -0.6353 -1.2122  0.490
H -3.5588 2.2011 -3.5151  0.253
H -3.4568 -0.4831 3.2416  0.467
H 2.0624 -3.1189 -5.8784  0.418
H 1.4505 -4.3579 5.7351  0.395
H 1.0891 -0.2396 4.6465  0.412
H -0.3024 -0.1339 1.7019  -0.862
H -2.5018 1.5720 -4.7975  0.280
H -0.8020 5.5148 3.4097  0.432
H 0.6780 -2.0676 6.2602  0.416
H 2.4012 -0.6813 -5.4400  0.478
H -3.4254 -3.4578 -2.6427  0.320
H 3.1845 3.2482 -2.1527  0.551
H 4.4861 -0.3518 1.2501  0.709
H -2.5777 -1.7559 1.2982  0.384
H -4.2367 -3.9127 -4.1609  0.350

Force components x, y, z for each atom (eV/Å):
Se 0.885 -0.005 0.016
Ca -1.267 -0.165 -0.500
P 0.711 -0.416 1.101
P -0.500 0.945 -0.345
F -0.137 0.038 0.052
F 0.066 0.038 -0.166
O -0.628 -0.153 0.903
N -0.082 0.682 -0.105
N 1.340 1.582 -0.428
N 0.264 -0.400 -0.212
N -0.102 -0.739 0.056
C 0.018 0.028 0.036
C -0.138 -0.096 0.029
C 0.058 -0.169 0.107
C -0.052 0.028 0.023
C 0.217 0.543 -0.025
C 0.047 0.069 -0.015
C 0.391 0.157 -0.118
C 0.024 0.249 -0.225
C -0.186 -0.001 0.098
C -0.424 -0.333 0.044
C 0.372 0.026 0.024
C -0.012 0.082 0.140
C -0.004 0.031 -0.087
C -0.032 -0.015 0.106
C 0.108 0.224 -0.104
C 0.150 -0.151 -0.268
C -0.030 0.135 -0.078
C 0.226 -0.518 0.148
C -0.049 -0.410 0.169
C -0.006 -0.074 -0.007
C -0.692 -0.202 0.408
C 0.116 0.174 0.186
C -0.056 -0.054 -0.136
C 0.353 -0.105 0.044
C 0.022 0.108 -0.091
C -0.535 0.348 -0.059
C -0.016 -0.072 -0.125
C -0.012 0.082 0.022
C 0.157 0.210 -0.013
C 0.034 -0.033 0.180
C -0.031 -0.203 0.010
C 0.138 -1.557 0.056
C 0.076 -0.055 0.099
C 0.178 -0.463 -0.628
C 0.250 -0.313 0.171
C -0.027 0.048 0.015
C -0.014 -0.099 -0.097
C -0.352 0.143 -0.110
C -0.221 0.032 -0.135
C -0.016 -0.101 -0.039
C -0.080 -0.007 -0.182
C 0.074 0.061 0.086
C 0.025 0.106 -0.053
C 0.030 0.003 0.302
C -0.017 0.115 0.137
C 0.250 0.328 -0.579
C 0.009 -0.033 0.097
C 0.170 -0.039 -0.117
H 0.013 0.118 -0.002
H 0.011 -0.116 0.025
H 0.009 -0.003 0.039
H -0.018 -0.068 0.058
H 0.020 0.052 -0.041
H -0.055 0.105 -0.019
H -0.022 0.004 -0.030
H -0.059 0.077 0.040
H 0.032 -0.043 0.063
H -0.096 0.047 0.029
H -0.045 -0.096 -0.010
H -0.011 0.065 0.032
H -0.130 0.128 -0.178
H -0.078 -0.037 -0.036
H -0.037 0.026 -0.018
H 0.230 -0.115 0.021
H -0.270 0.053 -0.025
H -0.141 -0.038 -0.002
H -0.013 -0.007 0.180
H -0.142 0.045 -0.027
H -0.038 -0.055 0.018
H -0.085 0.053 0.045
H -0.024 -0.119 -0.109
H -0.043 0.029 -0.007
H -0.036 0.056 0.131
H 0.026 0.064 0.013
H 0.025 -0.043 -0.054
H -0.052 0.116 -0.201
H 0.088 -0.028 0.057
H 0.046 -0.077 0.081
H 0.013 -0.066 -0.113
H 0.014 -0.024 0.036
H -0.034 -0.011 0.119
H -0.014 -0.033 -0.093
H 0.006 -0.073 0.042
H -0.036 0.024 0.120
H 0.154 0.272 0.052
H -0.085 -0.002 0.046
H 0.010 0.008 0.069
H -0.055 -0.007 0.037
H 0.032 0.116 -0.078
H 0.042 -0.023 -0.041
H -0.084 0.115 -0.072
H -0.210 -0.167 -0.096
H 0.150 0.009 0.078
H -0.047 0.038 0.003

The calculation puts the LUMO energy at 0.440 eV. The net charge is 0. The value obtained for the HOMO energy is -6.82 eV.


C12H20CdN3O as an isolated structure. Source: the OMol25 dataset; level of theory: ωB97M-V with the def2-TZVPD basis set.

Each line ends with the Mulliken charge.
Geometry (Å):
Cd 0.0135 -1.1960 -3.8931  -0.333
O 0.1325 0.3048 -1.5755  -0.488
N 0.2002 0.6332 0.7035  0.830
N 0.4680 1.6468 1.5534  0.013
N -1.0359 -2.3513 -1.7500  -0.668
C -1.4258 -0.9704 1.5205  0.018
C 1.0709 4.0215 1.5605  -1.388
C 0.7465 2.7602 0.8556  0.816
C -0.0011 0.5148 -4.8131  -1.296
C -1.7087 -2.2321 2.0419  -0.622
C 0.4512 1.4862 2.9993  -1.058
C 0.6623 2.4552 -0.4684  -1.223
C 0.9262 -1.6094 1.2802  -0.089
C 0.3148 1.0594 -0.6333  0.152
C 0.6318 -2.8627 1.8178  -0.631
C -0.1087 -0.6795 1.1589  -0.549
C -0.6795 -3.1664 2.1949  -0.327
H 1.9317 -1.3143 0.9705  0.447
H -0.9039 -4.1473 2.6204  0.363
H 0.8277 1.3213 -4.5833  0.214
H -1.7446 -1.7216 -1.3599  0.232
H 0.2823 0.3842 -5.8545  0.298
H -0.2961 2.1576 3.4490  0.299
H -0.9773 1.0852 -4.7509  0.273
H 0.2498 4.3682 2.2055  0.293
H -2.1876 -0.1983 1.3863  0.467
H 1.2595 4.8047 0.8173  0.334
H -0.3168 -2.4781 -1.0297  0.195
H 1.9700 3.9379 2.1891  0.294
H 1.3114 -2.6096 -3.7463  -0.091
H -2.7334 -2.4690 2.3276  0.369
H 1.4364 -3.5877 1.9422  0.354
H -1.4585 -3.2559 -1.9556  0.332
H -1.7867 -1.4269 -4.5751  0.022
H 1.4333 1.7491 3.4220  0.307
H 0.2133 0.4596 3.2810  0.433
H 0.8315 3.1266 -1.3087  0.410

Force components x, y, z for each atom (eV/Å):
Cd 0.006 -4.410 1.216
O 0.102 0.656 0.602
N -0.314 -1.241 -0.944
N 0.098 0.399 2.293
N -0.094 0.015 0.908
C 0.410 -0.232 0.001
C 0.168 0.687 0.032
C -0.090 -0.401 -0.333
C 1.469 6.343 -1.194
C 0.116 0.135 -0.049
C 0.144 0.535 -0.027
C 0.185 0.695 -1.174
C -0.420 0.071 0.173
C -0.066 -0.382 0.118
C -0.024 0.162 -0.098
C 0.069 0.227 0.064
C -0.040 -0.026 0.064
H -0.340 -0.210 0.080
H 0.069 0.297 -0.169
H -1.212 -0.955 0.136
H 0.258 -0.340 -0.345
H -0.554 -0.326 -0.616
H 0.120 -0.227 -0.080
H 0.944 -0.694 -0.227
H 0.152 -0.170 -0.167
H 0.203 -0.334 0.048
H -0.039 -0.171 0.190
H -0.291 0.000 -0.427
H -0.221 -0.084 -0.171
H -0.347 0.424 0.089
H 0.292 -0.068 -0.057
H -0.300 0.094 -0.044
H 0.107 0.350 -0.099
H -0.316 -0.620 0.149
H -0.227 -0.147 -0.088
H 0.043 0.176 -0.210
H -0.061 -0.227 0.354

The calculation puts the LUMO energy at 2.128 eV. The net charge is -1. The value obtained for the HOMO energy is -1.51 eV.